C8H17NP | ωB97M-V/def2-TZVPD

XYZ file:
```
27
Properties=species:S:1:pos:R:3:lowdin_charge:R:1
C 0.6640 -1.7851 0.8140 -0.34
C -2.3142 -1.2306 0.9283 -0.13
C -2.1676 1.2759 0.3276 -0.11
C 2.3544 0.5912 -1.2517 -0.07
C 1.9398 0.9806 1.3949 -0.10
C -0.1801 -1.2024 -2.4951 0.11
C -1.5011 -0.0103 0.8078 -0.60
C 1.4243 0.9123 -0.0433 -0.45
N 1.0446 -2.6334 1.4815 0.17
P 0.0365 -0.3784 -0.1285 1.16
H -3.1469 -1.2193 1.7022 0.12
H -1.6454 -2.0440 1.2149 0.05
H -2.9594 -1.4946 0.0097 0.12
H -2.3377 1.2658 -0.7530 0.07
H -1.4815 2.1088 0.6568 0.09
H -3.2340 1.3135 0.8333 0.14
H 2.7594 -0.3124 -0.9864 0.05
H 3.1882 1.3903 -1.3092 0.14
H 1.8427 0.7324 -2.1008 0.01
H 2.9153 0.5380 1.6172 0.10
H 1.1968 0.7191 2.1178 0.05
H 2.1185 2.0221 1.8250 0.12
H 0.0465 -0.2446 -2.9231 0.00
H -1.0994 -1.7707 -2.6295 0.04
H 0.8189 -1.7426 -2.6397 0.07
H -1.2273 0.4262 1.7680 0.12
H 0.9446 1.7921 -0.2388 0.07
```

- ΔE to the lowest compared entry with this formula, charge and spin (kJ/mol) = 104.7
- HOMO (hartree) = -0.54870
- total energy (a.u.) = -710.7422
- frontier orbital gap (eV) = 9.80
- net charge = +1

---

C5H7N | ωB97M-V/def2-TZVPD

XYZ file:
```
13
Properties=species:S:1:pos:R:3:lowdin_charge:R:1
C -1.8027 -0.5178 -0.1127 -0.10
N -0.4696 -0.2147 0.3692 -0.13
C -0.0368 1.1513 0.5198 -0.10
C 0.4895 0.3012 -0.5903 -0.32
C 1.7748 -0.3669 -0.5345 -0.09
C 2.7751 -1.0272 -0.4229 0.11
H -1.7228 -1.2698 -0.9048 0.09
H -2.3427 0.3578 -0.5069 0.08
H -2.3846 -0.9516 0.7060 0.08
H -0.7240 1.9497 0.2292 0.11
H 0.5892 1.3680 1.3820 0.11
H 0.1246 0.5600 -1.5871 0.14
H 3.6321 -1.6491 -0.2903 0.02
```

- ΔE to the lowest compared entry with this formula, charge and spin (kJ/mol) = 317.8
- HOMO (hartree) = -0.34198
- SMILES string = C#C[C@@H]1CN1C
- total energy (a.u.) = -249.3522
- frontier orbital gap (eV) = 10.43

---

C5H12N2 | ωB97M-V/def2-TZVPD

XYZ file:
```
19
Properties=species:S:1:pos:R:3:lowdin_charge:R:1
C 0.4821 0.5423 0.0814 -0.62
C 0.0989 1.6160 -0.7943 -0.04
C 1.7774 0.6285 0.8730 -0.02
C 0.8075 -1.8842 -0.2241 -0.07
C -2.9882 -0.3572 0.0298 0.03
N -0.0214 -0.7198 -0.3526 -0.16
N -0.5479 -0.1785 0.7647 0.13
H 0.4513 2.6279 -0.4486 0.10
H -1.0451 1.4861 -0.8948 0.10
H 0.3536 1.4206 -1.8333 0.08
H 2.5902 -0.0079 0.5039 0.08
H 1.5475 0.4178 1.9354 0.09
H 2.0645 1.6925 1.0048 0.08
H 1.4317 -1.7138 -1.1657 0.12
H 1.4851 -1.7476 0.5508 0.03
H 0.1125 -2.7943 -0.0855 0.12
H -2.9951 -0.3302 -1.0625 -0.01
H -2.5604 -1.2666 0.4997 -0.01
H -3.0442 0.5684 0.6179 -0.01
```

- ΔE to the lowest compared entry with this formula, charge and spin (kJ/mol) = 619.4
- HOMO (spin up / spin down) (hartree) = -0.30589 / -0.29474
- total energy (a.u.) = -306.9934
- frontier orbital gap (spin up / spin down) (eV) = 9.12 / 8.40

---

C37H43ClF8NO28 | ωB97M-V/def2-TZVPD

XYZ file:
```
118
Properties=species:S:1:pos:R:3:lowdin_charge:R:1
O -5.0849 4.2911 -1.2404 0.01
C -5.1086 3.0061 -0.8066 -0.31
O -6.4352 2.4162 -0.4378 -0.51
Cl -7.1543 1.9994 -1.9412 0.75
C -3.7963 2.0236 -0.7041 0.00
C -4.0453 0.4021 -0.9218 0.08
C -2.7428 -0.5911 -0.8669 0.07
N -1.2915 -0.1237 -0.6276 -0.01
C -0.1983 -1.1685 -0.6494 -0.14
C -0.2003 -2.1562 -1.9572 -0.13
C 0.3813 -3.6472 -1.5549 -0.20
O -0.0741 -4.6088 -2.6055 -0.12
C -1.0098 1.3721 -0.3735 0.01
C 0.4881 1.9818 -0.1098 -0.14
C 1.2643 1.3947 1.2067 -0.18
C 0.3250 1.1409 2.5235 -0.14
C 0.4265 -0.4239 3.1034 -0.19
O -0.7945 -1.2032 2.8059 -0.17
C -2.2512 2.4931 -0.4012 0.11
H -5.0903 -0.0879 -1.1484 0.10
H -2.9089 -1.7376 -1.0344 0.11
H 0.8937 -0.7444 -0.5429 0.13
H -0.3596 -1.8666 0.3061 0.14
H 0.5008 -1.6553 -2.7704 0.14
H -1.2416 -2.3127 -2.4665 0.11
H 1.5699 -3.6826 -1.5025 0.13
H -0.0893 -3.9631 -0.5095 0.13
H -1.0843 -4.4875 -2.6024 0.07
H 0.4028 3.1646 0.0258 0.14
H 1.1109 1.8047 -1.0945 0.10
H 2.0682 2.2218 1.5148 0.13
H 1.9114 0.4170 0.9955 0.09
H 0.7642 1.8100 3.4096 0.12
H -0.7994 1.4416 2.4057 0.11
H 0.5419 -0.3838 4.2841 0.12
H 1.3957 -0.9851 2.6928 0.11
H -1.5587 -0.9054 3.4013 0.11
H -2.0695 3.6513 -0.2329 0.13
C -5.2223 -5.2466 -2.5832 -0.05
C -3.7653 -5.0277 -2.3572 -0.34
O -3.5688 -3.6879 -2.7488 0.12
C -4.7583 -3.0693 -2.5055 -0.49
O -4.9029 -1.8592 -2.4565 0.11
O -5.7692 -3.9711 -2.3152 0.09
F -3.0273 -5.8205 -3.1662 0.09
H -5.4528 -5.5307 -3.6155 0.16
H -5.6388 -6.0011 -1.9104 0.16
H -3.4480 -5.1576 -1.3170 0.15
C -7.8131 5.4358 -3.0510 -0.10
C -8.0605 6.7138 -3.7771 -0.33
O -8.7342 6.3039 -4.9454 0.15
C -9.4002 5.1693 -4.5911 -0.50
O -10.3049 4.6749 -5.2430 0.15
O -8.9360 4.6563 -3.4109 0.05
F -6.8954 7.2960 -4.1393 0.08
H -6.8995 4.9306 -3.3819 0.13
H -7.7639 5.5756 -1.9678 0.14
H -8.6802 7.4299 -3.2268 0.18
C 4.5801 -1.9621 4.9222 -0.05
C 5.0445 -0.5652 4.6880 -0.32
O 4.8592 -0.3843 3.3025 0.16
C 3.8150 -1.1963 2.9754 -0.49
O 3.1841 -1.1142 1.9346 0.08
O 3.5553 -2.1099 3.9599 0.07
F 6.3629 -0.4431 4.9609 0.09
H 5.3626 -2.7054 4.7362 0.15
H 4.1918 -2.1072 5.9339 0.15
H 4.4779 0.1942 5.2375 0.17
C -3.1469 -2.8252 1.9512 -0.10
C -4.1358 -3.4987 1.0623 -0.31
O -4.7538 -4.4398 1.9104 0.16
C -4.6868 -3.8921 3.1563 -0.49
O -5.3490 -4.2723 4.1075 0.17
O -3.7920 -2.8586 3.2084 0.08
F -3.5122 -4.1676 0.0666 0.05
H -2.1975 -3.3672 2.0160 0.15
H -2.9431 -1.7963 1.6424 0.11
H -4.8931 -2.8274 0.6435 0.18
C 5.5257 1.9582 -2.0917 -0.06
C 4.8195 2.8390 -3.0648 -0.32
O 3.6866 2.0842 -3.4305 0.16
C 3.4088 1.3120 -2.3428 -0.48
O 2.3509 0.7304 -2.1685 0.10
O 4.4583 1.2746 -1.4661 0.08
F 5.5728 3.0388 -4.1694 0.08
H 6.1857 1.2324 -2.5787 0.16
H 6.1080 2.5274 -1.3620 0.15
H 4.5023 3.8019 -2.6505 0.18
C 7.1094 5.2818 -7.2436 -0.08
C 7.5663 4.9985 -5.8534 -0.34
O 8.3364 6.1318 -5.5223 0.14
C 7.7958 7.1516 -6.2464 -0.50
O 8.0071 8.3330 -6.0281 0.15
O 6.9810 6.6895 -7.2433 0.08
F 8.3712 3.9128 -5.8221 0.08
H 7.8437 4.9846 -7.9998 0.15
H 6.1547 4.8011 -7.4737 0.15
H 6.7534 4.8813 -5.1289 0.16
C -0.8927 0.3609 7.1990 -0.07
C -0.2422 0.4267 8.5385 -0.32
O 1.1342 0.3694 8.2396 0.15
C 1.2521 0.9299 7.0033 -0.50
O 2.3066 1.3087 6.5213 0.13
O 0.0424 1.0231 6.3713 0.04
F -0.5616 -0.6554 9.2834 0.09
H -1.0283 -0.6661 6.8439 0.15
H -1.8607 0.8689 7.1814 0.15
H -0.4595 1.3424 9.0986 0.18
C 5.1673 -4.7489 1.0315 -0.07
C 3.7035 -4.4822 0.9434 -0.33
O 3.1291 -5.5612 1.6454 0.15
C 4.0621 -5.9181 2.5722 -0.50
O 3.8306 -6.6239 3.5396 0.15
O 5.2885 -5.3818 2.2896 0.07
F 3.2800 -4.5350 -0.3393 0.07
H 5.5222 -5.4272 0.2484 0.15
H 5.7602 -3.8310 0.9957 0.15
H 3.3911 -3.5373 1.4008 0.15
```

- ΔE to the lowest compared entry with this formula, charge and spin (kJ/mol) = 1176.0
- HOMO (hartree) = -0.46229
- total energy (a.u.) = -4855.6346
- frontier orbital gap (eV) = 7.33
- net charge = +1